1.
Here is a 2-piece molecular cluster, C18H23ClN3O4P2 overall from the Open Molecules 2025 dataset. Energies are from ωB97M-V/def2-TZVPD.

XYZ file:
```
51
Properties=species:S:1:pos:R:3:forces:R:3:nbo_charge:R:1
N 6.48178 1.58919 2.85409 0.3615 -1.2927 -0.8611 -0.847
C 7.07077 0.20398 2.58013 -0.1885 -0.0700 -0.1427 -0.221
C 6.79995 -0.25277 0.99429 -1.0756 0.7866 0.5452 -0.472
C 5.15121 -0.30514 0.71842 -2.0526 -0.5602 -0.0904 0.066
C 4.29656 -1.24257 1.78141 -3.2490 1.7682 -2.9277 -0.204
C 2.66352 -1.30921 1.60818 2.1475 2.0756 -2.0618 -0.075
C 1.97740 -0.42804 0.36465 1.7159 0.1060 0.2234 -0.135
C 2.82185 0.47175 -0.71471 1.5160 -2.3760 3.1684 -0.121
C 4.46840 0.52579 -0.52414 -2.4323 -2.9094 2.9735 -0.401
P 5.42974 1.59176 -1.80106 -3.0152 4.8401 -0.4530 1.369
O 4.68150 2.99224 -1.99466 1.9969 -4.4278 0.6909 -1.059
C 0.30847 -0.50821 0.29034 -1.2360 0.3068 -3.8191 0.540
O -0.37314 -0.44846 -0.86833 4.0192 -0.2755 7.3448 -0.548
C -0.43335 -0.61618 1.78538 3.3639 -1.6633 2.6623 -0.453
P -2.06760 0.35118 1.98613 -0.4425 1.0084 -1.4324 1.094
O -1.92288 1.72401 0.88195 1.6048 -0.6561 3.4024 -0.969
Cl -2.19405 1.29687 3.92226 0.8160 -0.7002 -1.4049 -0.297
C 0.18657 -1.41158 2.91987 -0.5560 1.8729 -3.8926 -0.194
C 1.64705 -2.16927 2.61959 1.2542 -4.0724 1.5314 0.506
O 1.97889 -3.36436 3.14043 -2.1114 7.9055 -3.2338 -0.481
H 5.44122 1.50941 2.83952 1.2792 0.3700 -0.2736 0.366
H 6.82896 2.29246 2.14436 -0.7958 -1.2217 1.0741 0.364
H 8.22115 0.21690 2.85321 -2.3608 -0.0484 -0.8843 0.221
H 6.56945 -0.57960 3.30475 0.9707 1.6856 -1.4545 0.199
H 7.20786 0.64067 0.34553 -0.5699 -2.1293 1.1143 0.215
H 7.28720 -1.28991 0.75647 -0.9416 2.0598 0.2450 0.248
H 4.76831 -1.87097 2.65772 -0.8791 1.5173 -2.1051 0.271
H 2.26010 1.05381 -1.59001 1.4346 -1.4109 2.2398 0.286
H 6.78526 1.91412 -1.39390 -0.8031 -1.0451 -0.0724 -0.021
H 5.49511 0.96833 -3.12338 0.1753 -0.2089 1.3938 -0.015
H -1.32623 2.40894 1.34838 -1.1764 -1.2806 -1.2190 0.503
H -0.32407 -1.48581 3.97071 1.1697 0.0627 -2.2327 0.274
C -3.09600 1.14641 -2.00936 -0.3234 -0.0691 0.5232 -0.629
C -4.05193 0.31965 -2.84947 0.6328 0.1562 -0.5722 -0.217
N -5.27907 -0.06514 -2.13406 -0.8552 -0.0558 0.1104 -0.272
C -5.53162 0.06236 -0.77683 -0.1344 -0.3765 -0.4149 -0.040
C -6.74362 -0.51487 -0.53497 0.1797 -0.0032 -0.8498 -0.036
N -7.22050 -0.95762 -1.75650 0.4867 0.2989 -0.1947 -0.282
C -6.33313 -0.65800 -2.72056 0.2135 0.0402 1.1515 0.244
C -8.48383 -1.65307 -1.97136 -0.3040 -0.1444 -0.1432 -0.414
H -2.79101 0.59555 -1.11168 0.1002 0.1544 -0.3222 0.236
H -2.19134 1.39296 -2.57055 -0.2179 -0.1487 0.0149 0.257
H -3.57210 2.07846 -1.68837 0.1196 -0.0565 -0.0662 0.219
H -3.56177 -0.60541 -3.17239 -0.1181 0.1375 0.0553 0.226
H -4.34497 0.88083 -3.74415 -0.0702 -0.1752 0.1669 0.222
H -4.82177 0.53127 -0.12233 0.0076 -0.0158 0.1103 0.267
H -7.33229 -0.67162 0.35077 0.1644 0.1348 0.1224 0.254
H -6.44075 -0.87267 -3.77861 0.0555 0.0261 0.3085 0.249
H -8.28138 -2.63409 -2.40744 -0.1181 0.1455 0.0756 0.234
H -9.10840 -1.06092 -2.64393 0.0218 -0.1558 0.1201 0.235
H -9.00151 -1.78343 -1.01577 0.2197 0.0902 -0.2443 0.240
```
Positions in Å, forces in eV/Å.

Results
ΔE to the lowest compared entry with this formula, charge and spin, eV: 13.346
HOMO-LUMO gap, hartree: 0.2565
Total charge: +1
Highest occupied orbital energy, eV: -11.094

***

2.
Here is a 3-piece molecular cluster, C3H8N4 overall from the Open Molecules 2025 dataset. Energies are from ωB97M-V/def2-TZVPD.

XYZ file:
```
15
Properties=species:S:1:pos:R:3:forces:R:3:nbo_charge:R:1
C 1.74422 0.37365 -0.36133 -0.6162 0.3877 -0.8341 -0.719
C 0.54976 -0.03381 0.46036 -1.5533 -1.7278 2.3964 0.350
N 0.72598 -0.42708 1.65559 -0.4782 0.7158 -1.0224 -0.668
H -0.14645 -0.69582 2.11712 0.1764 -0.1500 -0.0777 0.352
H -0.10037 -1.66282 -0.43258 -2.0372 -0.9928 -0.7114 0.244
H 1.66175 1.39841 -0.73005 -0.0841 -0.1227 -0.0530 0.232
H 2.66485 0.32097 0.22569 -0.4012 -0.1959 0.1473 0.256
H 1.82462 -0.28746 -1.22808 0.0834 0.0783 -0.0158 0.233
N -1.34624 0.28373 -0.16822 5.1028 -0.7020 -0.1471 -0.433
N -0.99676 1.57149 -0.29192 -2.1203 2.9171 -0.4159 -0.659
C -1.11785 -2.11707 -0.61176 0.5785 -1.4486 0.4600 0.086
N -2.09117 -2.74765 -0.58199 1.1320 0.9909 -0.1974 -0.362
H -1.95486 0.04103 0.61343 0.3994 0.5397 0.3659 0.358
H -0.82025 2.15413 0.52262 0.1586 -0.2227 -0.4855 0.358
H -0.59721 1.82828 -1.18887 -0.3406 -0.0671 0.5908 0.372
```
Positions in Å, forces in eV/Å.

Results
ΔE to the lowest compared entry with this formula, charge and spin, eV: 5.891
HOMO-LUMO gap (spin up / spin down), hartree: 0.3080 / 0.3080
Highest occupied orbital energy (spin up / spin down), eV: -8.016 / -8.015

***

3.
Here is C2H4MgNaO2 as an isolated structure from the Open Molecules 2025 dataset. Energies are from ωB97M-V/def2-TZVPD.

XYZ file:
```
10
Properties=species:S:1:pos:R:3:forces:R:3:mulliken_spin:R:1
O 1.97299 1.04294 -2.49949 -0.0865 -0.4495 0.7788 0.000
C -0.67161 2.51296 0.06096 0.2240 -0.1642 1.0775 0.005
C 0.23392 2.45353 1.05956 -1.2353 0.5801 -0.9885 -0.006
O 0.97346 1.36866 1.32939 0.9724 -0.8529 1.1030 0.015
H 1.59931 1.13692 -3.37400 0.0011 -0.0164 -0.0567 0.000
H -0.97937 1.60684 -0.47268 0.3496 0.4882 -0.0966 0.000
H -1.20830 3.44414 -0.12246 0.1559 -0.3614 0.0439 0.001
H 0.36579 3.32471 1.71704 0.2035 -0.1691 -0.3211 -0.009
Mg 2.06529 0.93444 2.88010 -0.5630 0.3088 -0.6636 0.993
Na 1.54225 0.19265 -0.59955 -0.0216 0.6365 -0.8767 0.002
```
Positions in Å, forces in eV/Å.

Results
ΔE to the lowest compared entry with this formula, charge and spin, eV: 0.000
HOMO-LUMO gap (spin up / spin down), hartree: 0.2230 / 0.1752
Multiplicity: 2
Highest occupied orbital energy (spin up / spin down), eV: -6.891 / -6.890

***

4.
Here is AlBH10O3 as an isolated structure from the Open Molecules 2025 dataset. Energies are from ωB97M-V/def2-TZVPD.

XYZ file:
```
15
Properties=species:S:1:pos:R:3:forces:R:3:nbo_charge:R:1
Al -3.37865 -20.77264 -0.93770 0.0385 -0.2803 0.1803 0.999
B -4.63141 -16.24532 -3.55675 -1.1198 -0.9168 -0.0533 -0.241
H -5.10749 -16.23402 -2.58852 0.0710 -2.3384 5.7593 0.213
H -4.69285 -17.22943 -3.99491 -3.8978 -4.1389 -2.1948 0.166
H -5.00033 -15.54623 -4.29120 0.9460 2.5254 -5.8761 0.258
H -3.60818 -15.96923 -3.35423 3.9496 5.0792 2.2397 0.256
O -5.28563 -20.45090 3.67543 0.2818 0.0246 -0.4793 -0.854
H -5.79166 -19.75763 4.09917 -0.1810 0.3623 0.2181 0.487
H -5.60164 -21.25942 4.07874 -0.1002 -0.3864 0.2120 0.485
O -1.76442 -24.68102 2.08488 -0.2474 0.3444 -0.3141 -0.862
H -1.79599 -24.84361 3.02764 -0.0654 -0.0655 0.4304 0.486
H -1.01699 -25.19410 1.77776 0.3178 -0.2475 -0.1417 0.483
O -4.04131 -25.31770 -3.10216 0.0542 0.5214 0.1644 -0.850
H -3.43097 -25.98382 -2.78593 0.2923 -0.3038 0.1278 0.483
H -4.68776 -25.80681 -3.61117 -0.3394 -0.1798 -0.2727 0.489
```
Positions in Å, forces in eV/Å.

Results
ΔE to the lowest compared entry with this formula, charge and spin, eV: 7.790
HOMO-LUMO gap, hartree: 0.0538
Total charge: +2
Highest occupied orbital energy, eV: -16.601

***

5.
Here is one molecule with the formula C6H12S from the Open Molecules 2025 dataset. Energies are from ωB97M-V/def2-TZVPD.

XYZ file:
```
19
Properties=species:S:1:pos:R:3:forces:R:3:nbo_charge:R:1
C -0.54710 -0.95630 2.27153 -0.7090 -0.7443 -5.3597 -0.812
S 0.08221 -0.24585 0.61590 0.2339 -2.1133 3.3464 1.210
C 1.88381 -0.15964 1.04015 1.9507 -0.0176 -2.3886 -0.846
C -0.34749 -1.28173 -0.54701 -1.1044 -0.0503 1.2640 -0.791
C -0.53951 -0.52801 -1.76281 -0.4423 0.9196 -2.0113 -0.421
C -1.11664 0.91758 -1.43040 2.6088 -0.2772 -0.2740 -0.423
C -0.20768 1.39838 -0.29076 1.4396 -0.4931 0.2636 -0.551
H -0.07425 -0.41539 2.96483 1.8027 2.2230 3.0814 0.148
H -1.60988 -0.74550 2.17977 -0.2153 -0.0106 0.2326 0.173
H 2.08578 -0.82140 1.84380 -0.2129 -0.5432 0.8596 0.247
H 2.65689 -0.46654 0.21421 -2.0949 0.0569 0.8196 0.238
H 2.29615 0.81109 1.23070 -0.4581 0.9227 0.6693 0.224
H -0.73815 -2.25083 -0.30493 0.0492 -0.0338 0.2770 0.267
H 0.52232 -0.51381 -2.13205 -1.2194 0.9019 -1.2337 0.196
H -1.29712 -0.93496 -2.46212 0.9754 -0.3749 0.1082 0.226
H -1.00148 1.56314 -2.31256 -0.2689 -0.0710 0.2836 0.223
H -2.13322 0.91190 -1.06110 -0.2531 -0.3511 -0.2027 0.217
H 0.88837 1.81794 -0.53347 -2.7925 -0.6494 0.4223 0.240
H -0.80299 1.89994 0.47632 0.7103 0.7055 -0.1577 0.236
```
Positions in Å, forces in eV/Å.

Results
ΔE to the lowest compared entry with this formula, charge and spin, eV: 6.329
Structure (SMILES): C=[S@@]1(C)=CCCC1
HOMO-LUMO gap, hartree: 0.2873
Highest occupied orbital energy, eV: -7.112

***

6.
Here is a 3-piece molecular cluster, C10H20S5 overall from the Open Molecules 2025 dataset. Energies are from ωB97M-V/def2-TZVPD.

XYZ file:
```
35
Properties=species:S:1:pos:R:3:forces:R:3:nbo_charge:R:1
C 2.54958 -0.33041 0.20391 -0.5976 -1.7812 2.5457 -0.601
C 3.81617 -1.05095 -0.47764 -3.1028 -0.1060 0.3579 -0.554
C 1.68259 -1.96887 -1.96979 1.2594 1.6816 2.9645 -0.540
C 0.43514 -1.00455 -1.91600 0.7709 -3.0855 2.3901 -0.545
C -2.08768 -0.67700 -1.65968 0.0982 3.5388 -1.5702 -0.550
C -2.99980 -1.07441 -0.42295 2.6646 -1.4257 0.8499 -0.638
C -2.84775 1.49122 1.01944 1.0341 -2.2533 -0.0424 -0.531
C -2.14790 0.96666 2.33254 1.7805 -0.7593 -4.3168 -0.500
C 0.08351 1.77643 1.05781 0.5675 -1.3557 0.7940 -0.570
C 1.56705 1.79505 1.62375 -1.3101 1.4649 1.1427 -0.603
H 2.39241 -0.52601 1.35624 0.8262 -0.4591 -1.9687 0.211
H 1.55694 -0.83716 -0.23859 2.8290 2.2132 1.2617 0.236
H 3.62757 -2.16503 -0.28972 1.6698 1.5444 0.8314 0.232
H 4.77885 -0.47353 -0.39892 -0.8759 -1.2625 0.3224 0.264
H 1.87937 -2.55884 -0.95243 -1.0334 0.8039 -2.3879 0.222
H 1.58598 -2.58609 -2.79502 -0.1176 -1.5315 -1.4365 0.230
H 0.58310 -0.05675 -2.38931 -0.0680 0.2797 -0.8958 0.234
H 0.13467 -0.80594 -0.83374 0.8585 -0.1000 -1.4923 0.213
H -1.02738 0.26789 -1.38259 -4.4168 -2.5672 -0.3256 0.234
H -2.88576 0.15248 -2.58886 2.4649 -3.0353 2.7052 0.247
H -3.75522 -1.92343 -0.55907 1.1146 1.2800 -0.4371 0.261
H -2.21701 -1.59262 0.42875 -2.1851 1.7254 -2.0323 0.220
H -2.05081 1.87010 0.39079 0.0436 -0.7116 -0.5094 0.213
H -3.33459 2.39737 1.13761 -1.7683 1.4898 0.7974 0.236
H -2.64455 1.00847 3.21847 -2.0625 -0.2192 2.2098 0.217
H -1.78955 -0.14931 2.06228 -0.3431 2.5470 1.0891 0.207
H -0.15904 2.38440 0.15209 0.7292 -0.3047 0.8379 0.232
H -0.32656 0.71399 0.90646 1.2187 1.3798 -0.2578 0.216
H 1.77754 2.93714 1.89333 -0.3689 -2.4386 -0.2305 0.245
H 1.49936 1.14762 2.66308 0.8057 1.4543 -2.7509 0.246
S 3.30556 -1.10073 -2.20408 -0.2232 0.1008 -1.3988 0.179
S -0.97650 -2.08083 -2.34147 -1.3563 2.5062 0.1511 0.185
S -3.97103 0.35956 0.05640 0.0999 0.4529 1.2124 0.212
S -0.81725 2.23127 2.55114 -0.9934 -0.6839 0.1818 0.197
S 2.78299 1.46279 0.36575 -0.0123 -0.3822 -0.5921 0.244
```
Positions in Å, forces in eV/Å.

Results
ΔE to the lowest compared entry with this formula, charge and spin, eV: 7.807
HOMO-LUMO gap, hartree: 0.3286
Highest occupied orbital energy, eV: -8.499